Entry from the Open Molecules 2025 dataset: a 3-piece molecular cluster, C20H53N6O5P3S overall in a non-equilibrium geometry (wB97M-V/def2-TZVPD).

Structure (XYZ):
```
88
Properties=species:S:1:pos:R:3:lowdin_charge:R:1
C -2.693 -6.062 3.529 -0.173
C -4.186 -6.462 2.928 -0.442
P -4.152 -7.257 1.198 0.933
C -5.760 -8.188 0.762 -0.439
C -6.474 -8.724 2.176 -0.202
C -3.571 -6.071 -0.178 -0.453
C -4.796 -5.587 -1.210 -0.223
C -5.577 -4.239 -0.724 -0.214
S -4.808 -3.302 0.690 0.842
O -4.666 -1.762 0.383 -0.382
O -5.839 -3.370 1.884 -0.383
O -3.310 -3.874 1.246 -0.296
C -2.661 -4.803 0.318 -0.223
H -2.535 -6.461 4.641 0.087
H -1.860 -6.423 2.787 0.057
H -2.698 -4.873 3.604 0.083
H -4.610 -7.288 3.677 0.076
H -4.961 -5.562 3.003 0.075
H -6.511 -7.606 0.079 0.063
H -5.454 -9.188 0.190 0.086
H -7.295 -9.564 1.964 0.082
H -5.666 -9.260 2.869 0.076
H -6.935 -7.800 2.774 0.086
H -2.856 -6.721 -0.881 0.125
H -4.228 -5.312 -2.223 0.122
H -5.518 -6.477 -1.498 0.108
H -6.701 -4.502 -0.482 0.132
H -5.625 -3.487 -1.650 0.133
H -1.698 -5.254 0.849 0.142
H -2.264 -4.269 -0.669 0.151
O 0.771 -0.171 1.704 -0.313
P 0.029 0.987 0.992 0.749
N 0.675 2.165 2.056 -0.355
C 0.427 2.140 3.490 -0.129
C 2.113 2.376 1.842 -0.151
N -1.525 0.453 1.440 -0.331
C -2.302 0.950 2.555 -0.119
C -1.778 -0.979 1.267 -0.151
N -0.823 2.318 0.173 -0.302
C -0.894 3.716 0.556 -0.114
C -1.681 1.988 -0.955 -0.140
H 1.036 2.886 4.017 0.084
H 0.629 1.164 3.935 0.084
H -0.599 2.434 3.715 0.056
H 2.329 2.447 0.772 0.051
H 2.708 1.552 2.254 0.078
H 2.450 3.318 2.295 0.083
H -1.903 0.605 3.514 0.082
H -3.344 0.614 2.493 0.089
H -2.359 2.040 2.551 0.066
H -1.395 -1.560 2.113 0.080
H -1.300 -1.346 0.352 0.074
H -2.850 -1.181 1.158 0.034
H -1.389 3.846 1.522 0.076
H -1.459 4.314 -0.169 0.082
H 0.100 4.168 0.596 0.074
H -2.738 2.043 -0.670 0.089
H -1.483 0.975 -1.319 0.071
H -1.508 2.663 -1.799 0.075
O 4.398 6.154 -1.193 -0.308
P 5.112 4.842 -1.599 0.753
N 6.360 5.680 -2.422 -0.360
C 6.097 6.549 -3.560 -0.130
C 7.254 6.390 -1.499 -0.151
N 3.861 4.315 -2.628 -0.340
C 3.826 4.469 -4.067 -0.128
C 2.504 4.436 -2.091 -0.146
N 5.934 3.334 -2.066 -0.304
C 7.087 3.164 -2.930 -0.116
C 5.329 2.073 -1.662 -0.135
H 6.996 7.103 -3.860 0.084
H 5.304 7.273 -3.362 0.084
H 5.842 5.966 -4.447 0.055
H 7.511 5.747 -0.651 0.073
H 6.786 7.299 -1.103 0.078
H 8.199 6.661 -1.987 0.080
H 3.636 5.506 -4.360 0.082
H 3.037 3.851 -4.512 0.083
H 4.751 4.120 -4.531 0.066
H 2.110 5.450 -2.220 0.079
H 2.491 4.196 -1.022 0.054
H 1.822 3.728 -2.575 0.079
H 6.881 3.497 -3.951 0.075
H 7.400 2.115 -3.000 0.082
H 7.956 3.701 -2.544 0.078
H 4.846 1.582 -2.513 0.088
H 4.572 2.229 -0.887 0.063
H 6.074 1.391 -1.238 0.080
```

Calculated values
**Structure (SMILES)**: CCP(CC)[C@H]1CCS(=O)(=O)OC1.CN(C)P(=O)(N(C)C)N(C)C.CN(C)P(=O)(N(C)C)N(C)C
**Orbital gap**: 6.677 eV
**Net charge**: 0
**Total energy**: -79466.183 eV
**HOMO**: -7.6 eV

***

Entry from the Open Molecules 2025 dataset: C40H110F2Li2N11O14S2 as an isolated structure in a non-equilibrium geometry (wB97M-V/def2-TZVPD).

Structure (XYZ):
```
181
Properties=species:S:1:pos:R:3:lowdin_charge:R:1
Li 0.053 0.310 -2.915 0.681
Li 2.002 1.379 -1.260 0.605
N 0.343 0.434 -0.890 -0.406
S -1.065 1.070 -0.218 0.555
O -0.780 2.056 0.825 -0.282
O -2.307 0.305 -0.104 -0.256
F -1.503 2.003 -1.430 -0.176
S 0.415 -0.575 0.288 0.499
O -0.540 -1.705 0.249 -0.239
O 0.826 -0.071 1.626 -0.279
F 1.836 -1.188 -0.172 -0.188
C 5.331 1.464 -2.557 -0.028
C 4.779 0.076 -2.097 -0.431
C 5.811 -1.019 -1.931 -0.179
O 5.187 -2.104 -1.286 -0.213
C 6.060 -3.196 -1.165 -0.113
N 4.039 0.375 -0.924 0.025
H 5.870 1.974 -1.758 0.085
H 4.460 2.115 -2.635 0.056
H 5.870 1.551 -3.501 0.090
H 4.095 -0.225 -2.890 0.125
H 6.599 -0.628 -1.287 0.137
H 6.216 -1.270 -2.911 0.143
H 6.297 -3.619 -2.141 0.097
H 5.590 -3.984 -0.576 0.070
H 7.034 -3.126 -0.682 0.103
H 4.009 -0.458 -0.354 0.042
H 4.565 0.994 -0.324 0.088
C 0.113 -5.019 0.053 -0.045
C 1.512 -5.208 0.658 -0.396
C 2.675 -4.929 -0.283 -0.212
O 2.645 -5.900 -1.286 -0.176
C 3.729 -5.850 -2.188 -0.092
N 1.522 -4.227 1.699 0.035
H -0.669 -5.393 0.713 0.085
H 0.005 -5.671 -0.813 0.074
H -0.067 -4.012 -0.325 0.046
H 1.659 -6.189 1.110 0.147
H 3.613 -5.066 0.256 0.119
H 2.710 -3.943 -0.745 0.109
H 3.419 -6.180 -3.180 0.091
H 4.564 -6.454 -1.835 0.099
H 3.995 -4.806 -2.355 0.063
H 2.319 -4.334 2.310 0.022
H 0.721 -4.233 2.313 0.089
C 1.692 4.689 -1.328 -0.044
C 2.743 4.218 -0.376 -0.423
C 3.093 5.017 0.846 -0.177
O 3.887 4.324 1.834 -0.199
C 4.210 5.141 2.956 -0.092
N 2.244 2.911 0.060 -0.002
H 1.932 5.598 -1.880 0.096
H 0.772 4.898 -0.782 0.089
H 1.391 3.933 -2.053 0.069
H 3.685 4.073 -0.904 0.142
H 2.166 5.244 1.372 0.121
H 3.601 5.958 0.636 0.139
H 4.180 4.488 3.828 0.066
H 3.624 6.042 3.136 0.091
H 5.250 5.432 2.809 0.097
H 2.965 2.532 0.658 0.066
H 1.460 3.102 0.667 0.068
C -4.662 0.866 -7.837 -0.056
C -3.827 0.920 -6.595 -0.449
C -4.630 0.325 -5.403 -0.162
O -4.100 0.621 -4.119 -0.264
C -4.239 1.981 -3.704 -0.074
N -2.634 0.147 -6.826 0.052
H -4.039 1.018 -8.718 0.082
H -5.333 1.725 -7.872 0.089
H -5.211 -0.069 -7.957 0.092
H -3.596 1.954 -6.339 0.123
H -4.612 -0.761 -5.495 0.112
H -5.660 0.673 -5.326 0.136
H -3.699 2.129 -2.769 0.059
H -5.284 2.148 -3.442 0.091
H -3.823 2.733 -4.374 0.091
H -2.132 0.489 -7.634 0.080
H -2.006 0.472 -6.105 0.054
C -5.691 -1.122 0.510 -0.046
C -5.415 -1.248 -0.983 -0.402
C -6.667 -1.658 -1.841 -0.112
O -6.285 -1.877 -3.255 -0.234
C -7.327 -2.373 -4.082 -0.097
N -4.828 -0.008 -1.467 0.056
H -6.537 -0.479 0.754 0.064
H -4.889 -0.605 1.037 0.071
H -5.957 -2.097 0.919 0.084
H -4.591 -1.935 -1.173 0.123
H -7.486 -0.956 -1.684 0.124
H -6.976 -2.647 -1.500 0.123
H -6.955 -2.304 -5.104 0.082
H -8.239 -1.778 -4.046 0.092
H -7.462 -3.423 -3.823 0.091
H -4.889 0.003 -2.476 0.041
H -3.848 0.050 -1.232 0.012
C -7.698 4.201 -0.278 -0.091
C -6.780 3.133 -0.738 -0.401
C -5.269 3.429 -0.302 -0.182
O -5.209 3.210 1.091 -0.197
C -3.848 3.184 1.655 -0.056
N -7.302 1.919 -0.115 0.050
H -7.344 5.134 -0.716 0.073
H -7.693 4.434 0.787 0.084
H -8.753 4.221 -0.554 0.084
H -6.804 2.942 -1.811 0.124
H -4.856 4.401 -0.571 0.120
H -4.664 2.702 -0.844 0.078
H -3.305 4.004 1.185 0.093
H -3.374 2.204 1.603 0.058
H -3.877 3.383 2.726 0.059
H -6.778 1.850 0.746 0.054
H -6.875 1.142 -0.599 0.019
C 6.171 -1.633 2.215 -0.023
C 5.122 -2.806 2.195 -0.371
C 4.793 -3.301 3.647 -0.141
O 3.616 -4.088 3.489 -0.249
C 3.031 -4.557 4.671 -0.085
N 4.031 -2.181 1.512 0.042
H 5.866 -0.829 2.885 0.060
H 6.254 -1.216 1.211 0.059
H 7.166 -1.968 2.509 0.080
H 5.403 -3.734 1.698 0.122
H 4.642 -2.499 4.370 0.106
H 5.634 -3.836 4.089 0.134
H 2.632 -3.741 5.274 0.081
H 3.721 -5.143 5.278 0.100
H 2.226 -5.205 4.326 0.094
H 4.230 -2.103 0.525 0.040
H 3.304 -2.876 1.598 0.044
C -1.728 1.197 4.069 0.002
C -1.176 2.390 4.866 -0.314
C -1.213 3.773 4.114 -0.108
O -0.669 4.780 4.924 -0.133
C 0.755 4.794 5.066 -0.041
N -2.015 2.537 5.990 0.297
H -2.724 1.481 3.731 0.079
H -1.613 0.195 4.483 0.110
H -1.190 1.105 3.125 0.061
H -0.159 2.269 5.239 0.150
H -2.267 4.032 4.015 0.125
H -0.724 3.748 3.139 0.150
H 1.173 4.971 4.076 0.078
H 1.265 3.858 5.292 0.076
H 1.046 5.714 5.573 0.115
H -2.989 2.535 5.722 0.151
H -1.837 3.366 6.538 0.151
C -2.908 -2.673 -4.066 -0.019
C -1.611 -2.150 -3.429 -0.366
C -0.431 -2.042 -4.452 -0.170
O 0.748 -1.444 -3.908 -0.243
C 1.575 -2.464 -3.305 -0.065
N -1.849 -0.813 -2.858 0.024
H -3.114 -2.158 -5.005 0.067
H -3.805 -2.568 -3.456 0.072
H -2.751 -3.730 -4.280 0.093
H -1.317 -2.804 -2.608 0.133
H -0.715 -1.427 -5.306 0.115
H -0.220 -2.995 -4.937 0.138
H 1.815 -3.345 -3.902 0.103
H 1.092 -2.836 -2.402 0.080
H 2.573 -2.122 -3.031 0.077
H -2.634 -0.876 -2.226 0.047
H -2.338 -0.373 -3.625 0.052
C 3.483 1.886 4.544 -0.039
C 3.485 0.368 4.186 -0.435
C 2.296 -0.367 4.747 -0.175
O 2.135 -0.164 6.167 -0.209
C 3.238 -0.587 6.999 -0.075
N 3.442 0.298 2.752 0.059
H 2.611 2.507 4.336 0.050
H 4.355 2.317 4.051 0.070
H 3.637 2.078 5.606 0.073
H 4.435 -0.109 4.425 0.121
H 2.292 -1.444 4.583 0.119
H 1.398 0.055 4.296 0.110
H 4.150 -0.034 6.771 0.078
H 3.488 -1.620 6.755 0.075
H 2.962 -0.490 8.049 0.095
H 3.763 -0.651 2.624 0.010
H 2.449 0.215 2.585 0.014
```

Calculated values
**Multiplicity**: 2
**Orbital gap (alpha / beta)**: 6.315 / 2.750 eV
**Net charge**: +2
**Total energy**: -115814.399 eV
**⟨S²⟩**: 0.755
**HOMO (alpha / beta)**: -12.0 / -12.0 eV

***

Entry from the Open Molecules 2025 dataset: C25H26F3N2S3Tc as an isolated structure in a non-equilibrium geometry (wB97M-V/def2-TZVPD).

Structure (XYZ):
```
60
Properties=species:S:1:pos:R:3:lowdin_charge:R:1
Tc 0.365 -0.852 0.570 1.133
C 4.041 -0.540 1.707 -0.509
C 4.023 -1.297 0.389 -0.425
S 2.403 -1.824 -0.306 0.853
C 2.131 -3.581 0.103 -0.461
C 1.747 -3.864 1.535 -0.433
S 0.380 -2.741 2.072 0.878
C 0.940 -2.084 3.690 -0.448
C 1.986 -0.977 3.649 -0.508
S 3.668 -1.513 3.193 0.958
H 3.424 0.359 1.679 0.062
H 5.068 -0.191 1.839 0.097
H 4.592 -2.226 0.457 0.102
H 4.467 -0.698 -0.408 0.093
H 3.017 -4.151 -0.182 0.115
H 1.332 -3.859 -0.586 0.091
H 2.572 -3.704 2.224 0.049
H 1.376 -4.884 1.632 0.108
H 1.288 -2.967 4.229 0.105
H 0.026 -1.749 4.182 0.095
H 2.038 -0.546 4.651 0.096
H 1.679 -0.163 2.981 0.034
N -1.159 -0.767 -0.114 -0.128
C -2.139 -0.460 -1.003 -0.162
C -1.784 0.452 -2.065 -0.179
C -2.690 1.454 -2.459 0.002
C -2.358 2.322 -3.482 -0.012
C -1.144 2.182 -4.142 0.003
C -0.239 1.188 -3.763 -0.034
C -0.540 0.348 -2.715 -0.034
C -3.425 -1.019 -0.801 -0.152
C -4.368 -0.993 -1.858 0.029
C -5.620 -1.538 -1.688 0.000
C -5.955 -2.120 -0.467 0.035
C -5.030 -2.172 0.581 -0.012
C -3.776 -1.640 0.419 0.012
H -3.627 1.569 -1.930 0.135
H -3.046 3.105 -3.770 0.133
H -0.898 2.846 -4.961 0.133
H 0.687 1.070 -4.309 0.126
H 0.142 -0.456 -2.451 0.101
H -4.075 -0.599 -2.821 0.131
H -6.333 -1.538 -2.501 0.135
H -6.939 -2.552 -0.332 0.139
H -5.314 -2.630 1.519 0.130
H -3.066 -1.655 1.236 0.110
F 0.782 5.876 -0.556 0.190
C 1.776 5.362 0.172 -0.601
F 2.930 5.598 -0.443 0.189
F 1.783 5.943 1.366 0.193
C 1.545 3.861 0.309 -0.030
C 2.081 2.980 -0.624 0.065
C 1.799 1.639 -0.500 -0.105
N 1.030 1.143 0.498 -0.127
C 0.519 2.013 1.395 -0.089
C 0.755 3.368 1.340 0.065
H 2.709 3.335 -1.430 0.149
H 2.187 0.924 -1.212 0.102
H -0.098 1.587 2.180 0.124
H 0.332 4.026 2.087 0.151
```

Calculated values
**Multiplicity**: 2
**Orbital gap (alpha / beta)**: 5.740 / 5.822 eV
**Net charge**: +3
**Total energy**: -72156.743 eV
**⟨S²⟩**: 0.758
**Energy above the lowest of the compared OMol25 structures with the same formula, charge and spin**: 114.13 kJ/mol
**HOMO (alpha / beta)**: -17.3 / -17.3 eV